1.
{
  "formula": "C5H10N2O",
  "method": "wB97M-V/def2-TZVPD",
  "elements": ["N", "C", "C", "O", "H", "H", "H", "H", "H", "C", "C", "C", "N", "H", "H", "H", "H", "H"],
  "xyz": [[1.855, 0.597, -1.511], [1.160, -0.330, 0.623], [1.037, -0.339, -0.840], [0.758, -1.458, 1.285], [0.050, -1.179, 1.911], [1.940, 1.481, -1.027], [1.583, 0.754, -2.472], [1.942, 0.269, 1.085], [1.043, -1.306, -1.337], [-0.492, 0.808, 0.563], [-1.452, -0.768, -1.012], [-1.475, 0.651, 1.503], [-0.511, 0.077, -0.721], [-0.008, 1.773, 0.454], [-1.272, -1.496, -1.791], [-2.400, -0.739, -0.498], [-1.605, 1.394, 2.276], [-2.153, -0.190, 1.508]],
  "e_above_lowest_ev": 4.907,
  "spin_multiplicity": 1,
  "largest_force_ev_per_a": 0.660,
  "homo_ev": [-6.48, -6.49],
  "orbital_gap_ev": [6.910, 6.921]
}


2.
{
  "formula": "C5H10N2O2",
  "method": "wB97M-V/def2-TZVPD",
  "elements": ["C", "C", "C", "N", "O", "C", "O", "N", "C", "H", "H", "H", "H", "H", "H", "H", "H", "H", "H"],
  "xyz": [[-0.577, 2.449, 0.952], [0.311, 1.536, 0.501], [1.799, 1.610, 0.497], [-0.249, 0.301, 0.120], [-1.572, 0.074, 0.407], [0.326, -0.643, -0.756], [1.186, -0.411, -1.581], [-0.275, -1.889, -0.750], [-0.769, -2.633, 0.376], [-0.156, 3.314, 1.490], [-1.619, 2.225, 1.014], [2.057, 2.629, 0.854], [2.279, 0.918, 1.209], [2.175, 1.486, -0.514], [-2.047, 0.539, -0.336], [0.240, -2.537, -1.397], [-0.348, -2.354, 1.348], [-1.873, -2.600, 0.477], [-0.498, -3.724, 0.250]],
  "e_above_lowest_ev": 3.172,
  "spin_multiplicity": 1,
  "largest_force_ev_per_a": 2.258,
  "homo_ev": -8.59,
  "orbital_gap_ev": 9.334
}